(1)
Below is C5H8O as an isolated structure, with properties calculated with ωB97M-V/def2-TZVPD.

```
14
Properties=species:S:1:pos:R:3:forces:R:3
C 1.715044 0.098310 -0.499430 0.32 0.12 0.18
C 0.543670 0.190453 0.455280 0.76 0.07 -0.36
C -0.135062 -1.147703 0.515466 -0.18 -0.13 -0.03
C -1.232595 -0.330398 -0.204667 -0.37 -0.13 0.20
O -2.325988 -0.350951 0.625552 -0.28 0.03 0.05
C -0.548309 1.017730 -0.203633 -0.03 0.07 0.01
H 1.409226 -0.285850 -1.491764 -0.03 0.06 0.20
H 2.169860 1.084590 -0.651048 -0.07 -0.14 0.00
H 2.478674 -0.581552 -0.104068 -0.10 0.09 -0.08
H -2.574704 0.538139 0.902815 -0.18 0.01 -0.22
H -0.618510 -1.515326 1.416386 0.20 0.00 -0.03
H 0.446037 -1.932989 0.032867 -0.09 0.12 -0.02
H -1.144565 1.755819 0.337323 0.13 -0.08 0.01
H -0.182773 1.459732 -1.131083 -0.09 -0.09 0.10
```
Positions in Å, forces in eV/Å.

- Electronic energy: -7357.60723 eV
- HOMO-LUMO gap (spin up / spin down): 8.3446 / 7.9502 eV
- ΔE to the lowest compared entry with this formula, charge and spin: 448.47 kJ/mol

(2)
Below is one molecule with the formula C5H8O2, with properties calculated with ωB97M-V/def2-TZVPD.

```
15
Properties=species:S:1:pos:R:3:forces:R:3
O -1.470579 -2.784867 -0.179139 0.31 0.60 0.05
C -0.923112 -1.717338 -0.103542 -0.22 -0.45 -0.01
C -1.342750 -0.352320 0.439015 -0.16 0.05 0.03
C -0.036020 0.237929 -0.176086 -0.02 0.16 -0.13
C 0.869476 1.243655 0.574629 -0.11 -0.45 0.21
O 0.926552 2.495594 -0.090411 0.15 -0.12 -0.26
C 0.438886 -1.197861 -0.564726 0.09 -0.06 -0.10
H -1.468379 -0.343686 1.528593 0.21 0.07 -0.15
H -2.255744 0.037121 -0.019882 0.00 -0.10 0.18
H -0.348887 0.733236 -1.103150 0.20 0.07 0.16
H 1.889000 0.845170 0.704250 -0.24 -0.07 -0.08
H 0.493407 1.466583 1.579573 -0.06 -0.13 -0.20
H 1.333479 2.323082 -0.949674 -0.08 0.26 0.12
H 1.269465 -1.647989 -0.005544 -0.14 0.26 0.03
H 0.625204 -1.338307 -1.633905 0.04 -0.10 0.15
```
Positions in Å, forces in eV/Å.

- SMILES string: O=C1CC(CO)C1
- Electronic energy: -9408.37698 eV
- HOMO-LUMO gap: 10.4201 eV
- ΔE to the lowest compared entry with this formula, charge and spin: 140.41 kJ/mol

(3)
Below is one molecule with the formula C5H8O2, with properties calculated with ωB97M-V/def2-TZVPD.

```
15
Properties=species:S:1:pos:R:3:forces:R:3
C 1.911689 0.826304 0.793759 -0.05 -0.14 -0.03
C 1.456862 -0.325387 0.317873 0.21 0.17 0.00
C 0.593079 -0.434231 -0.913907 0.07 -0.27 -0.04
O -0.298049 0.649836 -1.092617 -0.01 0.04 -0.06
C -1.518578 0.592443 -0.378861 -0.19 0.05 0.06
C -1.748509 -0.678887 0.442277 0.13 -0.06 0.36
O -1.094972 -0.966388 1.414511 -0.43 0.09 -0.36
H 1.636407 1.774459 0.339961 0.02 -0.11 0.02
H 2.562329 0.856902 1.660781 -0.10 0.00 -0.05
H 1.722259 -1.264339 0.799487 0.03 0.11 -0.07
H 0.037668 -1.384726 -0.907595 0.24 0.13 -0.05
H 1.226704 -0.442044 -1.807947 -0.08 0.01 0.10
H -2.332426 0.701810 -1.105763 0.07 -0.03 0.10
H -1.575301 1.431136 0.326141 0.05 -0.06 -0.03
H -2.579162 -1.336885 0.111899 0.05 0.06 0.04
```
Positions in Å, forces in eV/Å.

- SMILES string: C=CCOCC=O
- Electronic energy: -9407.46271 eV
- HOMO-LUMO gap: 10.0485 eV
- ΔE to the lowest compared entry with this formula, charge and spin: 228.62 kJ/mol

(4)
Below is C5H8O2 as an isolated structure in a non-equilibrium geometry, with properties calculated with ωB97M-V/def2-TZVPD.

```
15
Properties=species:S:1:pos:R:3:forces:R:3
O -0.168730 1.824007 1.277299 0.28 -0.02 0.15
C -0.172835 0.432660 1.088227 0.07 -0.48 0.28
C -1.288388 -0.040630 0.132708 0.22 0.26 -0.02
C -0.433733 -0.276708 -1.093144 0.43 0.63 -0.04
C 0.744011 -1.106527 -0.714055 0.21 -0.48 0.42
C 1.069763 0.025820 0.243312 -0.07 -0.44 0.13
O 0.876010 0.948998 -0.838752 -1.79 -0.50 -0.94
H 0.295296 2.165080 0.487736 -0.31 -0.03 0.12
H -0.230980 -0.045723 2.063882 0.01 0.03 0.10
H -1.737039 -0.958392 0.555252 0.20 0.12 -0.62
H -2.091524 0.683226 -0.035451 0.26 0.00 0.18
H -0.938025 -0.426376 -2.060429 0.56 0.80 0.12
H 0.630976 -2.120483 -0.354033 -0.38 -0.36 0.07
H 1.439577 -1.036319 -1.556008 0.18 -0.43 0.42
H 2.005622 -0.068635 0.803454 0.12 0.90 -0.36
```
Positions in Å, forces in eV/Å.

- Electronic energy: -9406.84066 eV
- HOMO-LUMO gap: 10.6931 eV
- ΔE to the lowest compared entry with this formula, charge and spin: 288.64 kJ/mol